Entry 1:
73
Properties=species:S:1:pos:R:3 method="wB97M-V/def2-TZVPD" multiplicity=5 lumo_ev="3.7 / 3.7" e_above_lowest_kcal_mol=7.5 total_charge=-2 homo_energy_ev="0.27 / 0.17"
C -4.3163 -5.2259 -2.1981
C -3.2207 -4.1808 -2.5114
C -4.1946 -5.6072 -0.7073
C -2.7707 -5.1666 -0.2406
H -4.3233 -6.6967 -0.6149
H -4.9919 -5.0742 -0.1595
C -2.1021 -4.4961 -1.5473
H -3.6152 -3.1786 -2.3074
H -2.9318 -4.2379 -3.5768
C -0.9453 -3.4404 -1.4856
H -1.6255 -5.3811 -2.0117
H -2.1696 -6.0700 -0.0407
C -2.9309 -4.4818 1.0282
C -5.6955 -4.7099 -2.6094
C -4.2192 -6.4735 -3.0666
O -4.4177 -7.6101 -2.6751
O -6.0325 -3.5397 -2.5220
O -6.4988 -5.7043 -3.0350
O -3.9480 -6.1956 -4.3503
C -4.0804 -7.3351 -5.2076
H -3.8925 -6.9474 -6.2080
H -5.0942 -7.7369 -5.1167
H -3.3480 -8.0998 -4.9316
C -7.7699 -5.2473 -3.4955
H -8.2757 -4.6929 -2.6970
H -8.2911 -6.1671 -3.7575
H -7.6265 -4.5940 -4.3654
O -0.9329 -2.3128 -0.7141
H -0.7896 -3.1294 -2.5193
H -0.0867 -4.0460 -1.2003
C -1.8418 -4.5151 2.0385
C -3.8361 -3.3064 1.0791
H -4.7868 -3.6161 1.5262
H -4.0638 -2.9067 0.0840
H -3.4287 -2.4869 1.6868
H -1.6062 -3.5171 2.4669
H -0.8870 -4.9006 1.6410
H -2.1742 -5.1633 2.8648
Co -0.2231 -0.9242 -0.0134
C 2.2921 -0.7739 0.5316
C 1.8703 -2.0895 0.1079
C 1.4794 -2.0227 -1.2571
H 1.9250 -2.9922 0.6959
C 1.4703 -0.6433 -1.6234
C 2.0015 0.1294 -0.5395
H 2.1995 1.1944 -0.5553
H 2.8415 -0.5804 1.4457
H 1.2951 -2.8338 -1.9548
H 1.1240 -0.2525 -2.5690
C -2.1440 1.1208 0.7963
C -1.2345 1.8327 -0.0313
C -1.0010 1.0853 -1.2067
H -0.9212 2.8648 0.1047
C -1.8328 -0.0861 -1.1562
C -2.5257 -0.0728 0.1320
H -3.3269 -0.7602 0.4231
H -2.6033 1.4920 1.7002
H -0.3677 1.3596 -2.0479
H -2.0027 -0.7659 -1.9813
Br -1.6685 0.3866 4.4015
C -0.0475 1.3378 4.7162
C 0.2349 1.8265 5.9996
C 1.4021 2.5789 6.2278
C 2.2918 2.8265 5.1693
C 2.0249 2.3182 3.8996
C 0.8621 1.5609 3.6627
C 0.5589 1.0816 2.2433
O 0.7141 1.9952 1.3895
O 0.2188 -0.1303 2.0312
H -0.4649 1.6255 6.8110
H 1.5943 2.9838 7.2235
H 3.1961 3.4226 5.3312
H 2.7003 2.4827 3.0532

Entry 2:
84
Properties=species:S:1:pos:R:3 method="wB97M-V/def2-TZVPD" multiplicity=3 lumo_ev="-13.5 / -13.1" e_above_lowest_kcal_mol=4.6 total_charge=+4 homo_energy_ev="-19.56 / -19.54"
Mo 0.5598 -0.0573 0.3102
F 6.6828 0.5236 4.3055
C 5.4264 0.5053 3.9640
C 4.4365 0.5098 4.9381
F 4.7615 0.5301 6.2037
C 3.1001 0.4869 4.5616
F 2.1763 0.4790 5.5093
C 2.7306 0.4688 3.2239
P 1.0095 0.3698 2.7677
C 0.3980 -1.1984 3.3703
C 0.9065 -2.3260 2.7053
C 0.6069 -3.5977 3.1579
C -0.2021 -3.7426 4.2867
C -0.6955 -2.6283 4.9548
C -0.3997 -1.3467 4.5034
C 0.1490 1.7835 3.4111
C -1.2425 1.7354 3.5838
C -1.9009 2.8282 4.1189
C -1.1823 3.9747 4.4590
C 0.1910 4.0332 4.2595
C 0.8643 2.9403 3.7315
C 3.7455 0.4570 2.2800
Br 3.3036 0.3894 0.4379
C 5.0770 0.4750 2.6131
F 6.0156 0.4635 1.6896
H 1.6127 -2.2159 1.8795
H 1.0248 -4.4704 2.6719
H -0.4236 -4.7343 4.6609
H -1.2956 -2.7548 5.8469
H -0.7551 -0.4856 5.0535
H -1.7974 0.8321 3.3530
H -2.9674 2.7861 4.3018
H -1.6977 4.8218 4.8940
H 0.7425 4.9233 4.5335
H 1.9390 2.9864 3.6014
C -4.6621 -1.7975 -0.1836
N -3.2132 -2.0331 0.0351
C -2.7256 -3.4321 0.0640
C -2.3698 -1.0439 0.1565
N -1.0357 -1.2366 0.2726
N -2.8681 0.2387 0.1912
C -2.1600 1.4093 0.2063
N -2.8622 2.5239 0.2097
N -0.8320 1.4156 0.2316
H -5.1327 -1.4073 0.7210
H -5.1308 -2.7464 -0.4193
H -4.8161 -1.1345 -1.0354
H -3.5847 -4.0913 0.1170
H -2.1238 -3.6067 0.9574
H -2.1680 -3.6636 -0.8449
H -0.8060 -2.2266 0.2767
H -3.8758 0.3195 0.1914
H -3.8716 2.5350 0.1589
H -2.4137 3.4292 0.2140
H -0.4553 2.3593 0.2438
C -2.7805 -0.3428 -6.5384
C -1.7233 0.7547 -6.4393
S -0.5332 0.3426 -5.2045
O -0.9635 0.8498 -3.9003
O -0.1861 -1.0588 -5.2919
C 0.9365 1.2729 -5.6163
C 2.1832 0.6090 -5.0165
N 1.9429 -0.0074 -3.6732
C 1.6233 0.6566 -2.5668
N 1.3083 -0.2373 -1.5970
C 1.4744 -1.5196 -2.1288
C 1.8407 -1.3601 -3.4009
N 2.0965 -2.4611 -4.3202
O 1.6857 -3.5283 -3.9329
O 2.7789 -2.2374 -5.2874
C 1.5876 2.1319 -2.4348
H -3.5041 -0.0487 -7.2945
H -3.3129 -0.4767 -5.5976
H -2.3376 -1.2886 -6.8388
H -2.1279 1.7212 -6.1362
H -1.1606 0.8697 -7.3674
H 0.7635 2.2875 -5.2610
H 1.0604 1.2986 -6.6989
H 2.9958 1.3264 -4.9236
H 2.5233 -0.2020 -5.6460
H 1.3046 -2.4430 -1.6021
H 2.4959 2.5869 -2.8323
H 1.5093 2.4202 -1.3873
H 0.7262 2.5275 -2.9723

Entry 3:
73
Properties=species:S:1:pos:R:3 method="wB97M-V/def2-TZVPD" multiplicity=3 lumo_ev="2.1 / 2.1" e_above_lowest_kcal_mol=0.0 total_charge=-1 homo_energy_ev="-2.93 / -3.47"
C -0.9706 -0.1966 -4.6042
C -1.3369 0.6116 -3.3651
C 0.4066 -0.8021 -4.3767
C 1.0300 -0.0251 -3.2005
H 0.9802 -0.6821 -5.2976
H 0.3133 -1.8701 -4.1570
C -0.0319 1.1340 -2.8126
H -1.7644 -0.0589 -2.6163
H -2.0670 1.3830 -3.6278
C -0.0716 1.6321 -1.3556
H 0.2464 2.0016 -3.4360
H 1.9479 0.4658 -3.5479
C 1.4738 -0.9264 -2.1766
C -2.0483 -1.2133 -4.9353
C -0.9973 0.6466 -5.8835
O -0.1858 0.5787 -6.7998
O -2.7472 -1.7828 -4.0942
O -2.1820 -1.4218 -6.2540
O -2.0427 1.4811 -5.9359
C -2.1590 2.1921 -7.1639
H -3.0807 2.7555 -7.0650
H -2.2114 1.4863 -7.9962
H -1.3005 2.8539 -7.2997
C -3.2140 -2.3414 -6.6172
H -3.0706 -3.3059 -6.1127
H -3.1241 -2.4446 -7.6986
H -4.1971 -1.9331 -6.3464
O -0.0411 0.7255 -0.2624
H -1.0155 2.1718 -1.1638
H 0.8144 2.2966 -1.2486
C 2.6259 -0.5557 -1.3427
C 0.6531 -2.0479 -1.7087
H 1.0886 -2.8910 -2.2761
H -0.4297 -2.0145 -1.9103
H 0.7806 -2.2761 -0.6361
H 2.5992 -0.8987 -0.2916
H 2.8932 0.5108 -1.3383
H 3.4296 -1.1022 -1.8729
Mo -0.2146 0.8922 1.5154
C 1.1062 2.2098 2.9414
C 1.2765 2.6741 1.5934
C -0.0062 3.1793 1.1529
H 2.2160 2.6802 1.0382
C -0.9391 3.0138 2.2336
C -0.2405 2.4461 3.3318
H -0.6047 2.3961 4.3667
H 1.9004 1.8520 3.5978
H -0.2127 3.6868 0.2035
H -1.9663 3.4040 2.2537
C -0.5907 -1.2710 2.5659
C -1.3121 -0.2724 3.2837
C -2.2867 0.3055 2.4078
H -1.2429 -0.1050 4.3609
C -2.1840 -0.3550 1.1317
C -1.1129 -1.3234 1.2283
H -0.8560 -2.0502 0.4700
H 0.1525 -1.9569 2.9753
H -3.0821 0.9959 2.6928
H -2.8660 -0.2581 0.2891
Br 2.1180 -2.7699 4.8456
C 2.4153 -1.9715 6.5263
C 3.1517 -2.6426 7.5153
C 3.2869 -2.0691 8.7894
C 2.6515 -0.8609 9.0853
C 1.9147 -0.1967 8.0982
C 1.8562 -0.7123 6.7981
C 1.1762 0.0902 5.6964
O 0.0186 0.5079 5.9481
O 1.8987 0.2162 4.6688
H 3.6076 -3.5958 7.2822
H 3.8819 -2.5818 9.5500
H 2.7204 -0.4225 10.0846
H 1.3752 0.7281 8.3054

Entry 4:
73
Properties=species:S:1:pos:R:3 method="wB97M-V/def2-TZVPD" multiplicity=5 lumo_ev="3.8 / 4.1" total_charge=-2 homo_energy_ev="2.31 / -3.43"
C 4.5349 3.5544 -2.3512
I 2.6118 2.5059 -2.3353
H 5.2589 2.9890 -1.7460
H 4.3621 4.5573 -1.9839
H 4.7487 3.6037 -3.4146
C -0.8142 -2.5530 -3.1388
C 0.4888 -2.8242 -2.9086
N 0.9181 -1.8801 -1.9928
C -0.0813 -1.0084 -1.6592
N -1.1594 -1.4578 -2.3615
H -1.5132 -3.0153 -3.8103
H 1.1452 -3.5942 -3.2889
C -0.4674 2.1364 3.5085
C -0.0035 1.2274 1.4867
N -0.9859 1.6314 2.3305
H 1.6641 2.3973 4.0808
N 1.1346 1.5639 2.1508
H -1.0931 2.5209 4.2906
Co 0.0196 0.0860 -0.0809
C 0.3516 1.5695 -1.1652
O -0.2887 2.3701 -1.8299
C 0.8818 2.1106 3.3931
C 2.4624 1.2896 1.6379
H 2.9633 0.4907 2.2257
H 3.0923 2.1999 1.6727
H 2.3856 0.9318 0.5908
C -2.4159 1.5120 2.1294
H -2.9476 2.3734 2.5641
H -2.8127 0.6312 2.6754
H -2.6669 1.4293 1.0547
C -2.5056 -0.9208 -2.3237
H -2.8655 -0.7311 -3.3472
H -2.5574 0.0091 -1.7384
H -3.2101 -1.6406 -1.8751
C 2.2172 -1.8614 -1.3694
H 2.3455 -0.8969 -0.8503
H 2.9994 -1.9951 -2.1376
H 2.3061 -2.6463 -0.5912
O -1.2384 -1.0339 0.7323
Si -2.2234 -2.1067 1.3965
C -2.6148 -1.7832 3.2174
C -1.5661 -1.6865 4.1419
C -1.7944 -1.5572 5.5147
C -3.1119 -1.5729 5.9888
C -4.1766 -1.7664 5.0909
C -3.9161 -1.9121 3.7171
C -3.8799 -2.2001 0.5324
C -4.4181 -3.3575 -0.0447
C -5.6778 -3.3407 -0.6626
C -6.4363 -2.1637 -0.6670
C -5.9357 -1.0108 -0.0458
C -4.6739 -1.0497 0.5564
C -1.5060 -3.8395 1.3746
C -0.1893 -4.0192 0.9568
C 0.4171 -5.2761 0.9367
C -0.3025 -6.3977 1.3667
C -1.6207 -6.2357 1.8203
C -2.2052 -4.9588 1.8453
H -0.5379 -1.7335 3.7831
H -0.9471 -1.4165 6.1984
H -3.3110 -1.3996 7.0530
H -5.2117 -1.7379 5.4431
H -4.7417 -2.1119 3.0220
H -3.8524 -4.2869 -0.0076
H -6.0592 -4.2460 -1.1482
H -7.4209 -2.1406 -1.1471
H -6.5144 -0.0844 -0.0213
H -4.3087 -0.1629 1.0746
H 0.3863 -3.1531 0.6333
H 1.4397 -5.3823 0.5661
H 0.1538 -7.3934 1.3393
H -2.1843 -7.1075 2.1663
H -3.2149 -4.8413 2.2564

Entry 5:
70
Properties=species:S:1:pos:R:3 method="wB97M-V/def2-TZVPD" lumo_ev=-1.4 e_above_lowest_kcal_mol=110.1 homo_energy_ev=-6.62
C 3.9548 -1.8230 -2.6971
N 3.2923 -1.5235 -1.4484
C 4.0394 -1.2535 -0.3264
O 5.2423 -1.4525 -0.2036
C 3.1202 -0.6314 0.6999
C 3.4798 0.8363 0.9845
C 3.6403 1.6109 -0.3059
C 4.8420 1.5295 -1.0173
C 4.9834 2.1516 -2.2549
C 3.9297 2.9042 -2.7853
C 2.7475 3.0396 -2.0503
C 2.6148 2.4215 -0.8024
N 1.8135 -0.7560 0.0645
C 0.7442 -0.1260 0.5910
C -0.3596 0.2679 -0.1516
C -1.6172 0.4087 0.4344
C -2.8546 0.4032 -0.2981
C -4.0900 0.1696 0.3652
C -5.2362 -0.1606 -0.3500
C -5.1943 -0.2361 -1.7513
C -4.0212 0.1348 -2.4238
C -2.8722 0.4929 -1.7158
C 1.8492 -1.4294 -1.2501
C 1.1397 -2.8452 -1.3485
C 1.7860 -3.8009 -0.3409
C 1.2945 -3.3779 -2.7712
C -0.3468 -2.7224 -1.0555
H 4.7606 -1.0948 -2.8532
H 4.3929 -2.8306 -2.6660
H 3.2428 -1.7523 -3.5229
H 3.1414 -1.2449 1.6140
H 2.7198 1.2944 1.6332
H 4.4387 0.8128 1.5238
H 5.6739 0.9572 -0.5992
H 5.9228 2.0413 -2.7977
H 4.0376 3.3790 -3.7634
H 1.9216 3.6349 -2.4418
H 1.7073 2.5572 -0.2075
H 0.8177 0.0818 1.6644
H -0.2117 0.4646 -1.2231
H -1.7249 0.1525 1.5040
H -4.1166 0.2094 1.4566
H -6.1598 -0.4055 0.1762
H -6.0636 -0.5962 -2.3078
H -3.9882 0.1062 -3.5145
H -1.9695 0.8162 -2.2404
H 1.4182 -0.7658 -2.0309
H 1.6141 -3.4727 0.6916
H 1.3393 -4.7995 -0.4530
H 2.8656 -3.8942 -0.5145
H 1.0141 -2.6095 -3.5062
H 2.3124 -3.7321 -2.9752
H 0.6174 -4.2332 -2.9161
H -0.8220 -2.0000 -1.7312
H -0.8350 -3.6962 -1.2154
H -0.5335 -2.4276 -0.0177
C -5.7864 2.2757 4.8635
C -5.0163 3.3791 4.4819
C -3.7425 3.1954 3.9249
C -3.2770 1.9084 3.6931
S -1.6421 1.7004 2.8238
O -1.0917 3.0287 2.5846
O -0.8435 0.7686 3.6242
C -3.9950 0.8025 4.1532
C -5.2767 0.9864 4.6893
H -6.7840 2.4131 5.2864
H -5.4125 4.3865 4.5987
H -3.1182 4.0492 3.6680
H -3.5788 -0.2039 4.0959
H -5.8901 0.1254 4.9553

Entry 6:
77
Properties=species:S:1:pos:R:3 method="wB97M-V/def2-TZVPD" lumo_ev=0.0 e_above_lowest_kcal_mol=0.0 homo_energy_ev=-7.71
Na -0.9213 0.5503 1.0486
C 4.1730 1.9528 -5.5099
C 2.9684 2.7329 -5.0547
S 2.4749 2.3658 -3.3777
C 2.6912 4.0655 -2.6724
C 4.1267 4.6844 -2.6772
S 5.1910 4.0946 -1.4168
C 6.5256 3.1223 -2.2567
C 5.9802 2.0443 -3.1913
S 5.7619 2.6638 -4.9108
H 4.1891 2.0479 -6.5854
H 4.1978 0.8854 -5.2887
H 2.1218 2.4643 -5.7030
H 3.1634 3.8202 -5.1290
H 2.3798 4.1452 -1.6367
H 1.9787 4.6064 -3.4083
H 3.9206 5.7198 -2.3504
H 4.5749 4.7921 -3.6502
H 7.1391 2.6108 -1.4709
H 7.1638 3.8100 -2.8596
H 4.9672 1.7815 -2.8665
H 6.5760 1.0446 -3.1297
C -0.9077 4.6023 2.7889
C -0.1125 3.5610 3.4837
N -0.1404 2.2983 3.0767
C 0.5328 1.4802 4.0695
C 1.1109 2.1794 5.0870
S 0.6611 3.8263 5.0543
C 0.7219 0.0297 3.8498
C 1.4594 -0.7772 4.6836
S 1.4581 -2.4835 4.1027
C 0.3279 -1.9698 2.8223
N 0.1232 -0.6612 2.7579
C -0.4427 -2.9908 2.0201
H -0.3576 5.4950 2.4475
H -1.7268 5.0322 3.4132
H -1.2664 4.2081 1.8496
H 1.7587 1.7457 5.8391
H 1.9929 -0.4672 5.5930
H -1.1558 -3.5491 2.6364
H 0.3272 -3.6257 1.5395
H -1.0469 -2.5209 1.2676
O 6.9465 -4.4754 7.6509
C 5.8721 -4.2425 7.9545
O -1.3920 -0.9997 -0.6080
S -2.4005 -0.6928 -1.6814
C -2.4623 -2.1626 -2.8865
C -2.6297 -3.5079 -2.2664
C -3.7212 -4.3673 -2.5906
C -3.9091 -5.6262 -2.0462
C -3.0305 -5.9973 -1.0107
C -1.8960 -5.2393 -0.7412
C -1.6092 -4.0344 -1.4061
C -4.0212 -0.9549 -0.7785
C -3.9823 -1.0881 0.7079
C -3.5493 -0.0423 1.5225
C -3.3471 -0.2354 2.8464
C -3.6828 -1.4094 3.4987
C -4.1916 -2.4177 2.7572
C -4.4410 -2.1997 1.3740
H -1.5150 -1.9898 -3.3500
H -3.3057 -1.9374 -3.5663
H -4.4242 -4.0388 -3.3220
H -4.6571 -6.2755 -2.4475
H -3.0919 -6.8488 -0.3405
H -1.1978 -5.5585 0.0179
H -0.8063 -3.4040 -1.0807
H -4.5169 -1.8221 -1.2669
H -4.6767 -0.0951 -1.1468
H -3.3109 0.9411 1.0196
H -2.7785 0.5347 3.4287
H -3.7722 -1.5327 4.5585
H -4.4809 -3.3758 3.2370
H -4.8862 -3.0052 0.8113
O -3.7590 2.3839 -2.1173
C -3.2596 2.2590 -1.0474
N -2.7751 2.0401 0.0308

no.,electronic energy (eV)
1,-153658.3991
2,-154623.2002
3,-117890.7661
4,-95318.8930
5,-51617.2869
6,-111701.2068